P.
{"formula": "C4H9N3O", "method": "ωB97M-V/def2-TZVPD", "symbols": ["C", "C", "C", "N", "O", "N", "C", "N", "H", "H", "H", "H", "H", "H", "H", "H", "H"], "coordinates": [[-1.9058, -0.4910, -0.6380], [-1.3290, 0.6495, -0.8569], [0.2336, 0.9170, -0.1997], [0.9084, 1.8168, -1.0982], [0.0247, 1.5667, 1.0312], [0.8659, -0.3083, -0.0546], [0.4981, -1.1126, 0.8956], [1.1392, -2.3240, 1.0134], [-2.9317, -0.7551, -0.8305], [-1.2361, -1.2317, -0.0297], [-1.6814, 1.5538, -1.3212], [1.7961, 2.1055, -0.6943], [1.0948, 1.3408, -1.9722], [-0.2858, 2.4583, 0.8314], [0.1085, -0.7312, 1.8437], [1.6261, -2.6390, 0.1888], [1.0745, -2.8156, 1.8911]], "smiles": "C=C[C@@](N)(O)/N=C/N", "gap_ev": 9.855}

=====

Q.
{"formula": "C4H9N3O", "method": "ωB97M-V/def2-TZVPD", "symbols": ["H", "N", "N", "C", "N", "C", "C", "O", "C", "H", "H", "H", "H", "H", "H", "H", "H"], "coordinates": [[-2.0848, 2.3557, -2.4385], [-1.8997, 1.5780, -1.7703], [-0.7314, 1.2956, -1.6115], [-0.1231, -0.2169, -0.8402], [0.3182, -1.1370, -1.7039], [-0.4342, 0.0165, 0.3827], [-1.0383, 0.9788, 1.3080], [0.4053, -1.2043, 1.2377], [1.8038, -1.1247, 1.2069], [0.7371, -0.7656, -2.5482], [-0.0049, -2.0820, -1.5475], [-0.2615, 1.4397, 1.9239], [-1.5888, 1.7534, 0.7584], [-1.7274, 0.4541, 1.9743], [2.2488, -1.6342, 0.3371], [2.1711, -0.0856, 1.2314], [2.2098, -1.6215, 2.0997]], "smiles": "[H]/N=N/C(N)=C(\\C)OC", "gap_ev": 8.668}

=====

Result of the stability comparison: Q is the least stable of them.

=====

P.
{"formula": "C4H9N3O", "method": "ωB97M-V/def2-TZVPD", "symbols": ["C", "N", "C", "C", "N", "O", "C", "N", "H", "H", "H", "H", "H", "H", "H", "H", "H"], "coordinates": [[-0.8980, 1.7415, 0.8519], [-0.6701, 0.7521, -0.1945], [0.6218, -0.0370, -0.3058], [1.3686, 0.0261, -1.5971], [0.7950, -1.0348, 0.6867], [1.3272, -0.4893, 1.9054], [-0.6647, -0.5979, 0.0648], [-1.5385, -1.5125, -0.4653], [-0.2734, 1.5994, 1.7350], [-1.9454, 1.7028, 1.1644], [-0.6988, 2.7331, 0.4427], [0.6975, -0.1043, -2.4485], [1.8638, 0.9969, -1.6858], [2.1506, -0.7358, -1.6437], [1.6650, -1.2820, 2.3528], [-2.5208, -1.2701, -0.4490], [-1.2798, -2.4883, -0.4140]], "smiles": "CN1[C@]2(C)N(O)[C@]12N", "gap_ev": 9.063}

=====

Q.
{"formula": "C4H9N3O", "method": "ωB97M-V/def2-TZVPD", "symbols": ["C", "C", "C", "C", "H", "H", "H", "H", "H", "H", "H", "H", "H", "N", "N", "N", "O"], "coordinates": [[-0.5173, 2.6910, -0.2402], [-1.2209, 1.6537, 0.4202], [0.4171, -1.2262, 0.1693], [-0.3765, -2.3863, 0.8076], [0.3585, 2.1278, -0.8530], [-1.1350, 3.6297, -0.9059], [-0.3671, 3.2731, 0.6919], [-2.0626, 1.9525, 1.0847], [0.1449, -2.8969, 1.9790], [-1.5818, -1.5776, 0.6999], [-0.0710, -3.4274, -0.3277], [1.6215, -2.5226, -1.2225], [1.9598, 0.4256, -0.5833], [-0.8997, 0.4833, 0.5980], [0.2989, -0.0067, -0.0076], [1.5186, -1.5842, -0.7246], [1.9125, -0.6088, -1.5857]], "gap_ev": 8.274}

=====

R.
{"formula": "C4H9N3O", "method": "ωB97M-V/def2-TZVPD", "symbols": ["C", "C", "C", "N", "N", "C", "O", "N", "H", "H", "H", "H", "H", "H", "H", "H", "H"], "coordinates": [[0.9269, 1.6469, -0.2898], [1.2858, -1.1727, 0.3095], [-0.9436, -0.4147, 0.0382], [-1.7758, -0.9085, -0.9483], [-1.5731, 0.4048, 0.9535], [0.0127, -1.3917, 0.6148], [0.3991, 0.4539, -0.7860], [2.5030, -1.1752, 0.4665], [-2.1186, 1.1669, 0.5734], [-2.4336, -0.2459, -1.3370], [-1.2716, -1.4080, -1.6660], [-0.9884, 0.6873, 1.7253], [3.1057, -1.3527, -0.3276], [-0.3496, -2.2628, 1.1367], [1.7766, 1.4595, 0.3808], [1.2526, 2.2732, -1.1269], [0.1919, 2.2397, 0.2828]], "gap_ev": 9.482}

=====

S.
{"formula": "C4H9N3O", "method": "ωB97M-V/def2-TZVPD", "symbols": ["C", "N", "N", "O", "C", "N", "C", "C", "H", "H", "H", "H", "H", "H", "H", "H", "H"], "coordinates": [[-2.2975, 0.2370, 0.6131], [-1.5189, 1.2204, 0.4550], [-0.5235, 1.3819, -0.6922], [0.2918, 2.5048, -0.4602], [0.2201, 0.1857, -0.5516], [-0.1465, -0.7366, -1.5249], [1.0215, -0.0790, 0.5025], [1.7013, -1.3745, 0.7715], [-2.1175, -0.7576, 0.2006], [-3.1939, 0.4119, 1.1922], [-0.3305, 3.2098, -0.2316], [0.5316, -1.4684, -1.6904], [-0.4843, -0.3049, -2.3763], [1.1869, 0.7196, 1.2204], [2.7456, -1.1974, 1.0598], [1.1974, -1.8987, 1.6039], [1.7162, -2.0539, -0.0919]], "smiles": "C=NN(O)/C(N)=C/C", "gap_ev": 8.915}

=====

Result of the stability comparison: Q is the least stable of them.

=====

P.
{"formula": "C4H9N3O", "method": "ωB97M-V/def2-TZVPD", "symbols": ["C", "C", "N", "C", "N", "N", "O", "C", "H", "H", "H", "H", "H", "H", "H", "H", "H"], "coordinates": [[2.3832, -0.9238, -0.9968], [1.3727, -0.2702, -0.5039], [0.9210, 1.3965, -0.0028], [0.1332, 0.2423, 0.0169], [0.0159, -0.5687, 1.2703], [-0.9098, -1.6412, 1.3018], [-0.9963, 0.2307, -0.7981], [-1.8225, 1.3843, -0.6337], [2.4504, -1.9990, -0.9239], [3.1957, -0.4048, -1.4881], [1.5067, 1.5424, 0.8115], [-0.1458, 0.0472, 2.0707], [-0.4034, -2.5088, 1.1621], [-1.5742, -1.5310, 0.5329], [-2.1864, 1.4798, 0.3944], [-1.2777, 2.2908, -0.9035], [-2.6626, 1.2335, -1.3097]], "smiles": "C=C1N[C@@]1(NN)OC", "gap_ev": 9.479}

=====

Q.
{"formula": "C4H9N3O", "method": "ωB97M-V/def2-TZVPD", "symbols": ["C", "N", "N", "C", "C", "C", "N", "O", "H", "H", "H", "H", "H", "H", "H", "H", "H"], "coordinates": [[-2.4022, -0.9419, -0.0697], [-1.1209, -0.3217, -0.3633], [-1.1352, 1.0491, -0.4457], [-0.0837, 1.6747, 0.0554], [1.0663, 1.0563, 0.5557], [1.7529, 0.4500, -0.5493], [2.0454, -0.8023, -0.6472], [1.3976, -1.5804, 0.2741], [-2.4434, -1.9307, -0.5797], [-2.3967, -1.2413, 1.1578], [-3.1673, -0.1544, -0.2970], [-0.4592, -0.7539, 0.2250], [0.1096, 2.8204, -0.3901], [1.1329, 0.4221, 1.3682], [1.8347, 1.7111, 1.0119], [2.2277, 1.0736, -1.3155], [1.6415, -2.5308, 0.0094]], "smiles": "CN/N=C\\C/C=N\\O", "gap_ev": 8.994}

=====

R.
{"formula": "C4H9N3O", "method": "ωB97M-V/def2-TZVPD", "symbols": ["O", "N", "C", "N", "N", "C", "C", "C", "H", "H", "H", "H", "H", "H", "H", "H", "H"], "coordinates": [[-3.1404, -1.1496, -0.2415], [-2.6798, -1.3708, 1.1980], [-1.5310, -0.8406, 1.4270], [-0.8205, -0.2413, 0.4515], [0.0018, 0.9242, 0.7968], [1.2823, 0.8976, 0.1298], [1.6667, 0.9546, -1.3126], [2.0540, -0.1374, -0.4217], [-3.8078, -1.7838, -0.3164], [-1.0397, -0.9481, 2.3459], [-1.2919, -0.5053, -0.6015], [-0.5805, 1.8650, 0.3436], [1.7801, 1.6532, 0.6896], [2.3442, 1.7055, -1.7583], [1.0314, 0.3274, -2.1371], [3.0681, -0.2991, -0.0100], [1.6629, -1.0516, -0.5830]], "smiles": "O/N=C\\NNC1CC1", "gap_ev": 9.660}

=====

S.
{"formula": "C4H9N3O", "method": "ωB97M-V/def2-TZVPD", "symbols": ["N", "C", "C", "N", "O", "H", "H", "H", "H", "H", "H", "C", "C", "N", "H", "H", "H"], "coordinates": [[-1.8889, -0.9109, -1.1687], [-0.6603, -0.6402, -0.4459], [-0.7927, 0.5845, 0.5768], [-2.0107, 0.5330, 1.2023], [-0.2714, 1.6804, 0.4071], [-2.1193, -0.1315, -1.7803], [-1.7429, -1.7260, -1.7550], [0.2053, -0.5973, -1.1182], [-0.4745, -1.4859, 0.2237], [-2.7315, -0.0467, 0.7996], [-2.3347, 1.3519, 1.6938], [2.6838, -0.3678, 0.9520], [2.4854, 0.4243, -0.0874], [2.2397, 1.1988, -0.9772], [3.4055, -0.0382, 1.6851], [2.6943, -1.4403, 0.8548], [1.3129, 1.6119, -1.0626]], "smiles": "NCC(N)=O.C=C=N", "gap_ev": 9.478}

=====

Result of the stability comparison: R is the least stable of them.

=====

P.
{"formula": "C4H9N3O", "method": "ωB97M-V/def2-TZVPD", "symbols": ["C", "N", "C", "N", "C", "C", "N", "O", "H", "H", "H", "H", "H", "H", "H", "H", "H"], "coordinates": [[-3.1508, 0.0059, 0.1264], [-1.6816, 0.3981, -0.0175], [-0.8469, -0.6569, -0.2537], [0.4640, -0.9565, -0.3750], [1.4331, -0.0082, -0.3626], [2.7504, -0.6830, 0.2592], [1.4380, 1.3352, -0.1683], [0.3063, 2.0520, -0.1024], [-3.5206, 0.3311, 1.1938], [-3.2918, -1.1855, -0.2544], [-3.5374, 0.8754, -0.6760], [-1.5646, -1.7553, -0.3792], [3.1676, -1.1675, -0.6341], [3.5663, -0.0397, 0.5868], [2.4927, -1.6546, 1.0523], [2.4400, 1.8367, 0.0699], [-0.4646, 1.2728, -0.0652]], "smiles": "C/N=C/N=C(/C)NO", "gap_ev": 8.614}

=====

Q.
{"formula": "C4H9N3O", "method": "ωB97M-V/def2-TZVPD", "symbols": ["H", "N", "C", "C", "N", "O", "H", "H", "H", "H", "H", "C", "C", "N", "H", "H", "H"], "coordinates": [[-2.4262, 2.0844, 0.2968], [-1.9086, 1.4881, -0.3406], [-1.3151, 0.5157, 0.2326], [-1.6388, -0.0155, 1.6072], [-0.6966, -0.4346, -0.7308], [-0.7650, -1.8290, -0.4646], [-2.0530, 0.7758, 2.2293], [-2.2884, -0.8894, 1.5793], [-0.7248, -0.2847, 2.1357], [-1.0342, -0.2673, -1.6748], [-0.0304, -1.9538, 0.1663], [2.7934, 0.1556, -1.1971], [1.5894, 0.1232, -0.3738], [1.1824, 0.0153, 0.7337], [3.5517, 0.7353, -0.6720], [2.5928, 0.6338, -2.1568], [3.1715, -0.8530, -1.3703]], "smiles": "[H]/N=C(\\C)NO.CC#N", "gap_ev": 8.847}

=====

Result of the stability comparison: P is the least stable of them.

=====

P.
{"formula": "C6H14NO", "method": "ωB97M-V/def2-TZVPD", "symbols": ["C", "C", "C", "C", "C", "C", "N", "O", "H", "H", "H", "H", "H", "H", "H", "H", "H", "H", "H", "H", "H", "H"], "coordinates": [[-3.4049, -1.2252, 0.5924], [-2.2329, -1.2475, -0.0896], [-0.1034, -0.4026, -0.9872], [3.1850, 0.2843, 0.1880], [-0.9492, 2.1378, 0.3251], [-1.3921, -0.1039, -0.3475], [2.3430, -0.9109, 0.2448], [-1.7847, 0.9989, 0.1706], [-3.7877, -2.2226, 0.7185], [-3.9794, -0.3291, 0.7703], [-1.8790, -2.0881, -0.5100], [0.6368, -0.6100, -0.1821], [0.3509, 0.5026, -1.3112], [-0.3146, -1.1008, -1.7719], [4.2778, -0.0039, 0.1706], [2.8402, 0.8344, -0.6466], [3.1450, 0.8690, 1.0124], [-0.0858, 2.3753, -0.4436], [-0.2996, 2.1163, 1.1646], [-1.6187, 2.9486, 0.4437], [2.5152, -1.3904, 1.1429], [2.5381, -1.4324, -0.6542]], "total_charge": 1, "gap_ev": 7.884}

=====

Q.
{"formula": "C6H14NO", "method": "ωB97M-V/def2-TZVPD", "symbols": ["C", "C", "C", "C", "C", "C", "N", "O", "H", "H", "H", "H", "H", "H", "H", "H", "H", "H", "H", "H", "H", "H"], "coordinates": [[-2.5977, -1.2366, -0.6271], [-2.4727, 0.0046, -0.1882], [0.7781, -1.7133, 0.5948], [2.3400, -0.1955, -0.7478], [-0.2676, 2.8810, 0.4396], [0.5892, 0.7898, 0.6966], [0.9747, -0.4189, -0.1851], [-0.0122, 1.7411, 0.0265], [-3.0461, -2.0210, -0.0854], [-2.1477, -1.6373, -1.6060], [-2.9772, 0.3662, 0.6765], [1.1836, -2.5409, 0.1391], [1.2018, -1.5615, 1.5702], [-0.1986, -1.8046, 0.7296], [2.9293, -0.0646, 0.1020], [2.6109, -1.0576, -1.3232], [2.3962, 0.6273, -1.4913], [0.1515, 3.3418, 1.3521], [-2.0598, 0.8317, -0.6385], [-0.9811, 3.5095, -0.0755], [1.2704, 0.7601, 1.5452], [0.3352, -0.6014, -0.9039]], "total_charge": 1, "gap_ev": [8.869, 8.025]}

=====

Result of the stability comparison: Q is the least stable of them.